C27H29BrN6O3PRe | the ωB97M-V functional and the def2-TZVPD basis

Computed properties:
* expectation value of S²: 0.763
* calculated total energy: -4593.0558 hartree

The geometry in ORCA input format:
```
! RIJCOSX wB97M-V def2-TZVPD def2/J DEFGRID3
* xyz 3 2
Re -0.57 1.46 0.46
O 5.18 3.68 -0.61
C 4.00 3.21 -0.39
C 3.72 1.93 0.14
C 2.42 1.52 0.30
N 1.35 2.29 0.01
C 1.61 3.54 -0.45
Br 0.16 4.70 -0.76
C 2.88 4.02 -0.68
H 5.92 3.11 -0.34
H 4.52 1.26 0.41
H 2.21 0.54 0.71
H 3.04 5.01 -1.07
C 1.26 -2.68 1.60
C 1.92 -2.41 0.30
C 3.13 -3.05 0.00
C 3.83 -2.76 -1.16
C 3.33 -1.83 -2.07
C 2.11 -1.22 -1.83
C 1.39 -1.53 -0.67
P -0.25 -0.78 -0.54
C -1.53 -1.78 0.31
C -2.41 -1.02 1.09
C -3.47 -1.59 1.75
C -3.68 -2.96 1.63
C -2.83 -3.72 0.85
C -1.75 -3.16 0.16
C -0.95 -4.05 -0.71
C -0.90 -0.56 -2.23
C -0.84 -1.55 -3.20
C -1.42 -1.33 -4.44
C -2.05 -0.11 -4.70
C -2.10 0.87 -3.74
C -1.53 0.66 -2.48
C -1.60 1.72 -1.43
H 1.99 -3.04 2.33
H 0.52 -3.47 1.51
H 0.77 -1.79 1.99
H 3.54 -3.76 0.70
H 4.77 -3.26 -1.35
H 3.88 -1.61 -2.97
H 1.70 -0.53 -2.55
H -2.26 0.08 1.17
H -4.14 -0.99 2.34
H -4.52 -3.43 2.12
H -3.02 -4.78 0.74
H -0.65 -4.95 -0.17
H -0.06 -3.57 -1.11
H -1.56 -4.39 -1.55
H -0.33 -2.48 -3.01
H -1.39 -2.10 -5.19
H -2.49 0.06 -5.67
H -2.60 1.81 -3.96
H -2.67 1.83 -1.15
H -1.34 2.67 -1.90
N -2.25 3.44 1.40
N -2.10 3.73 2.77
C -1.29 2.97 3.52
N -1.16 3.16 4.82
N -0.64 2.03 2.81
N 0.17 1.11 3.31
O 0.46 1.04 4.47
O 0.59 0.35 2.43
H -1.98 4.26 0.85
H -3.24 3.25 1.20
H -2.62 4.50 3.19
H -1.66 3.88 5.31
H -0.55 2.54 5.35
*
```